Computed, not measured: C12H19FeIN5O4 as an isolated structure, with wB97M-V/def2-TZVPD.

XYZ file:
```
42
Properties=species:S:1:pos:R:3:lowdin_spin:R:1
C -1.49242 0.23503 -3.38543 0.09
I -0.82202 1.03829 -5.07334 0.93
H -2.36989 -0.28173 -3.77974 0.01
H -0.69285 -0.46748 -3.03109 0.02
H -1.66413 0.94810 -2.58291 0.01
C 0.49136 3.40336 2.29372 0.00
C -0.72598 3.75584 1.74203 0.00
N -1.03578 2.77036 0.82211 0.03
C -0.04652 1.83364 0.72366 0.07
N 0.86494 2.22941 1.66195 0.02
H 1.06324 3.87775 3.04720 0.00
H -1.35370 4.58110 1.95956 0.00
C 2.11696 -3.30552 -1.00918 0.01
C 0.49383 -1.73500 -0.56466 0.09
N 1.86177 -1.99232 -0.68910 0.03
H 0.65829 -4.96229 -1.15230 0.00
N -0.02577 -2.98433 -0.59414 0.04
H 3.06940 -3.71407 -1.22061 0.00
Fe -0.37900 0.02493 -0.15551 2.99
C -2.43865 -0.68152 1.43791 0.24
O -2.95386 -0.66768 0.28646 0.18
C 0.89279 -3.95415 -0.97511 0.01
C -1.41473 -3.35198 -0.38808 0.01
H -1.43281 -4.44848 -0.33011 0.00
H -2.05424 -3.05267 -1.23582 0.01
H -1.80699 -2.94530 0.55034 0.00
C 2.90883 -1.01043 -0.53389 0.02
H 3.78407 -1.36565 -1.07106 0.00
H 3.19181 -0.92522 0.52741 0.00
H 2.60549 -0.00926 -0.90608 0.02
C 2.15978 1.65075 1.92978 0.01
H 2.92323 2.14146 1.30834 0.00
H 2.18132 0.57638 1.76989 0.00
H 2.41916 1.86866 2.98057 0.00
C -2.24110 2.82599 0.01159 0.02
H -2.01677 2.84784 -1.05961 0.01
H -2.71133 3.77475 0.28195 0.00
H -2.92260 1.99898 0.22178 0.00
O 0.38660 0.24768 4.33654 0.03
N -0.28933 -0.12570 3.33083 0.03
O -1.47889 0.30376 3.09436 0.02
O 0.26829 -0.98480 2.44846 0.03
```

For the molar mass, the calculation gives 480.06 g mol⁻¹. The value obtained for the HOMO energy (alpha / beta) is 2.13 / -1.48 eV. The gap between HOMO and LUMO (alpha / beta) is 0.0543 / 0.2154 hartree. For the energy relative to the best compared isomer or geometry (same formula, charge and spin), the calculation gives 53.93 kcal per mole. The multiplicity is 6. Its LUMO energy (alpha / beta) is 3.61 / 4.39 eV. The total charge is -2. The energy is -2604.40228 Ha.

***

Computed, not measured: C12H19N6O14P2W as an isolated structure, with wB97M-V/def2-TZVPD.

XYZ file:
```
54
Properties=species:S:1:pos:R:3:lowdin_charge:R:1
W 0.52557 0.12190 0.02767 2.07
C -0.63883 -1.65474 -2.15703 -0.11
C -1.33657 -0.37435 -2.54705 -0.10
N -0.78936 0.76311 -1.72844 -0.11
C -1.83193 1.78461 -1.35158 -0.08
C -2.16783 1.65947 0.13810 -0.11
N -1.61437 0.36708 0.63525 -0.15
C -2.54871 -0.76405 0.32323 -0.10
C -1.75591 -2.02671 0.09298 -0.09
N -0.50202 -1.69792 -0.66616 -0.15
H -1.18242 -2.53339 -2.50557 0.16
H 0.36847 -1.70070 -2.57237 0.13
H -1.17866 -0.16023 -3.60417 0.16
H -2.40903 -0.43856 -2.39249 0.12
H -0.12351 1.26631 -2.32610 0.09
H -1.43184 2.77224 -1.57201 0.14
H -2.70223 1.64211 -1.99026 0.14
H -1.72556 2.46508 0.71413 0.13
H -3.24201 1.67452 0.32102 0.15
H -1.57113 0.42143 1.66746 0.08
H -3.23326 -0.88880 1.16322 0.16
H -3.14978 -0.49054 -0.53910 0.12
H -1.44237 -2.46952 1.03436 0.13
H -2.32874 -2.77190 -0.45938 0.16
H 0.16000 -2.44455 -0.44902 0.14
O 0.83040 -1.73394 3.95568 0.01
P 0.17956 -0.58561 3.16922 0.37
O -1.18855 -0.13676 3.38748 -0.17
O 0.44201 -0.96230 1.63516 -0.40
O 1.26505 0.65892 3.34420 -0.15
P 1.69245 1.46652 2.07825 0.35
O 2.41983 2.74019 2.46730 0.06
O 0.37771 1.69359 1.22372 -0.32
O 2.40743 0.58886 1.07134 -0.25
H 0.48627 -1.96783 4.83527 0.16
H 2.43131 3.12111 3.36344 0.17
O 6.92383 1.69452 -4.30619 0.16
N 6.66980 0.83037 -3.50806 -0.33
O 7.38015 -0.05836 -3.10978 0.15
C 5.29383 0.86387 -2.93013 -0.05
C 4.41368 1.85313 -3.35760 0.17
C 3.13897 1.88529 -2.82988 -0.01
C 2.74279 0.98212 -1.84738 -0.16
O 1.56874 1.10791 -1.25037 -0.21
C 3.64790 -0.03848 -1.49895 -0.05
C 4.94266 -0.10119 -2.02319 0.15
N 3.20480 -1.09289 -0.66596 -0.19
O 1.88091 -1.27280 -0.55736 -0.17
O 3.90363 -1.89204 -0.17809 0.31
N 2.17245 2.88713 -3.32562 -0.30
O 2.61153 3.91634 -3.73891 0.21
O 0.98764 2.56060 -3.30364 0.07
H 4.73792 2.57760 -4.09824 0.17
H 5.64322 -0.88293 -1.75175 0.16
```

For the molar mass, the calculation gives 717.10 g mol⁻¹. The value obtained for the HOMO energy is -18.96 eV. The gap between HOMO and LUMO is 0.2339 hartree. For the energy relative to the best compared isomer or geometry (same formula, charge and spin), the calculation gives 0.00 kcal per mole. Its LUMO energy is -12.59 eV. The total charge is +3. The energy is -2599.39997 Ha.

***

Computed, not measured: C12H20BNO24S4 as an isolated structure, with wB97M-V/def2-TZVPD.

XYZ file:
```
62
Properties=species:S:1:pos:R:3:lowdin_charge:R:1
N -1.14333 -0.58005 -0.12153 0.31
H -0.50466 -0.99939 -0.79955 0.06
H -1.55365 0.27727 -0.54552 0.09
H -0.56565 -0.23342 0.66956 0.11
H -1.81172 -1.25760 0.23569 0.13
O -1.65690 3.41797 4.87025 0.17
C -0.97138 3.31009 3.91401 -0.39
O 0.07315 2.49512 3.74956 0.23
B 0.69165 2.74966 2.45011 -0.89
O -0.05772 3.86417 1.84091 0.21
C -1.07429 4.19072 2.65390 -0.39
O -1.96281 4.92796 2.38748 0.16
O 2.13304 3.03543 2.55045 0.23
C 2.83851 2.18848 1.80600 -0.39
O 4.01181 2.04613 1.84596 0.17
C 1.84653 1.18887 1.17303 -0.38
O 0.61898 1.54815 1.55849 0.17
O 2.09383 0.24485 0.48579 0.14
C -1.98112 2.94721 -1.70320 -0.10
C -2.83831 2.90977 -2.96105 -0.16
O -3.39783 1.60788 -3.01271 -0.16
S -3.79509 1.20028 -1.53254 0.57
O -3.74843 -0.19295 -1.36543 -0.20
O -4.92018 1.90734 -1.11819 -0.17
O -2.47925 1.84463 -0.88992 -0.23
H -2.10258 3.85674 -1.12913 0.14
H -0.91052 2.80527 -1.83346 0.13
H -2.26999 3.15918 -3.85289 0.13
H -3.61960 3.67127 -2.90445 0.13
C 0.91792 1.84167 -5.29843 -0.16
C 0.66818 0.38062 -5.72175 -0.12
O 0.73654 -0.36862 -4.49218 -0.19
S 1.37216 0.45430 -3.31329 0.58
O 2.77408 0.44038 -3.30767 -0.17
O 0.64999 0.12142 -2.14744 -0.22
O 0.86777 1.87964 -3.86753 -0.19
H 0.09164 2.47286 -5.62754 0.12
H 1.82713 2.27663 -5.71141 0.13
H 1.33521 0.02072 -6.49520 0.13
H -0.37587 0.24691 -5.99184 0.13
C 1.07692 -5.28165 -0.32482 -0.13
C 1.88797 -4.17505 0.31030 -0.12
O 1.30829 -2.98075 -0.28498 -0.20
S 0.75807 -3.29991 -1.75737 0.57
O 1.59846 -2.72343 -2.72704 -0.19
O -0.61785 -2.95692 -1.75206 -0.22
O 0.96008 -4.85627 -1.70492 -0.17
H 0.05784 -5.25468 0.08552 0.14
H 1.40966 -6.30660 -0.22624 0.14
H 2.92837 -4.14341 -0.02302 0.14
H 1.81034 -4.08381 1.38830 0.13
C 1.55601 -1.99699 4.94411 -0.10
C 0.21426 -2.01747 5.71349 -0.13
O -0.81931 -2.28077 4.75316 -0.17
S -0.31588 -1.97122 3.28440 0.55
O -0.47244 -0.61448 3.02685 -0.18
O -0.87899 -2.93320 2.40992 -0.22
O 1.21699 -2.23751 3.54565 -0.20
H 2.15071 -2.83811 5.29967 0.13
H 2.17669 -1.10670 4.91301 0.14
H -0.01393 -1.06191 6.19129 0.14
H 0.20049 -2.77675 6.48748 0.13
```

For the molar mass, the calculation gives 701.36 g mol⁻¹. The value obtained for the HOMO energy is -9.27 eV. The gap between HOMO and LUMO is 0.3412 hartree. For the energy relative to the best compared isomer or geometry (same formula, charge and spin), the calculation gives 0.00 kcal per mole. Its LUMO energy is 0.01 eV. The total charge is 0. The energy is -3947.52269 Ha.

***

Computed, not measured: a 2-piece molecular cluster, C12H20BO overall, with wB97M-V/def2-TZVPD.

XYZ file:
```
34
Properties=species:S:1:pos:R:3:lowdin_charge:R:1
B 4.44292 -2.67230 -0.94157 -0.49
C 3.99366 -1.12188 -1.38995 -0.27
C 2.42564 -1.13712 -1.42715 -0.26
C 1.79260 -1.58705 -2.65222 -0.05
C 0.32659 -1.63828 -2.66991 -0.07
C -0.39762 -1.24470 -1.47220 -0.28
C -1.97553 -1.31547 -1.52859 -0.10
C 0.25036 -0.76544 -0.25614 -0.06
C 1.70465 -0.71122 -0.23288 -0.05
H 3.70724 -2.95219 -0.01414 -0.01
H 4.10342 -3.40254 -1.84586 -0.02
H 5.60880 -2.75475 -0.65823 -0.04
H 4.37517 -0.83282 -2.40481 0.07
H 4.36360 -0.35224 -0.65519 0.07
H 2.43485 -1.86687 -3.51529 0.10
H -0.18551 -1.99575 -3.59548 0.09
H -2.36024 -1.64114 -0.52773 0.07
H -2.31254 -0.24359 -1.64352 0.06
H -2.33618 -1.94509 -2.37437 0.06
H -0.29391 -0.45086 0.67488 0.09
H 2.31761 -0.37140 0.62855 0.10
C -3.39049 2.90758 2.20240 -0.18
C -1.93146 3.30142 2.32385 -0.18
C -1.27764 1.97679 2.67358 -0.20
O -2.06251 0.95031 2.05397 -0.15
C -3.28977 1.52287 1.58742 -0.21
H -3.98415 3.59804 1.60211 0.11
H -3.84249 2.84351 3.19703 0.11
H -1.56157 3.65705 1.35792 0.12
H -1.74518 4.07787 3.06673 0.11
H -1.28779 1.80133 3.75508 0.12
H -0.24690 1.91187 2.32035 0.12
H -3.24113 1.57695 0.49441 0.12
H -4.12448 0.87710 1.86699 0.12
```

For the molar mass, the calculation gives 191.10 g mol⁻¹. The value obtained for the HOMO energy is -3.94 eV. The gap between HOMO and LUMO is 0.2419 hartree. Its LUMO energy is 2.64 eV. The total charge is -1. The energy is -569.29135 Ha.

***

Computed, not measured: C12H20BrNO8S as an isolated structure, with wB97M-V/def2-TZVPD.

XYZ file:
```
43
Properties=species:S:1:pos:R:3:lowdin_charge:R:1
C 3.96507 2.17903 -1.63642 -0.11
N 3.03293 1.10398 -1.96261 -0.11
C 2.42483 0.48863 -0.80105 -0.22
C 1.08333 1.13432 -0.38115 -0.76
Br 1.07956 1.56891 1.51253 0.90
C 0.62890 2.36072 -1.21775 -0.16
O -0.77241 2.14207 -1.50043 -0.18
S -0.97966 0.58935 -1.68870 0.57
O -0.44662 0.16916 -2.94191 -0.21
O -2.29941 0.23952 -1.30121 -0.22
O 0.01284 0.17270 -0.52207 -0.24
H 4.55365 1.96732 -0.73377 0.08
H 4.65019 2.33225 -2.46985 0.08
H 3.43157 3.12188 -1.47714 0.08
H 3.51866 0.38399 -2.47940 0.11
H 3.09835 0.47923 0.06237 0.10
H 2.17899 -0.54254 -1.04701 0.10
H 1.18132 2.40053 -2.15452 0.12
H 0.68070 3.28214 -0.64881 0.12
O -0.89367 3.48762 3.84698 0.11
C -1.63813 2.55691 3.75766 -0.51
O -1.20208 1.27696 3.84387 -0.03
C -2.27925 0.35933 3.59487 -0.15
C -3.55181 1.14323 3.90216 -0.15
C -3.13642 2.56124 3.52230 -0.07
H -2.22835 0.05294 2.54716 0.12
H -2.12825 -0.51025 4.22962 0.12
H -4.41465 0.76971 3.35528 0.11
H -3.77209 1.09077 4.96920 0.12
H -3.30339 2.76988 2.46324 0.13
H -3.60400 3.34812 4.10758 0.12
O 2.33054 -2.40996 -2.13602 0.11
C 1.35863 -3.05931 -1.87453 -0.48
O 1.13685 -3.55302 -0.63643 0.03
C -0.08020 -4.32164 -0.61421 -0.15
C -0.89305 -3.81949 -1.80354 -0.14
C 0.20691 -3.42744 -2.78606 -0.07
H 0.18364 -5.37714 -0.70984 0.13
H -0.55557 -4.15953 0.34969 0.12
H -1.58627 -4.56688 -2.18267 0.12
H -1.46452 -2.93576 -1.51636 0.11
H 0.52862 -4.26355 -3.41097 0.13
H -0.03629 -2.58595 -3.43010 0.12
```

For the molar mass, the calculation gives 418.26 g mol⁻¹. The value obtained for the HOMO energy is -9.46 eV. The gap between HOMO and LUMO is 0.3701 hartree. Its LUMO energy is 0.61 eV. The total charge is 0. The energy is -4098.13172 Ha.

***

Computed, not measured: C12H20Cl8N2 as an isolated structure, with wB97M-V/def2-TZVPD.

XYZ file:
```
42
Properties=species:S:1:pos:R:3:lowdin_charge:R:1
C 2.17960 -4.23409 0.35554 -0.08
C 3.03358 -3.17859 -0.37659 -0.28
N 2.52987 -2.88159 -1.71344 -0.18
C 3.57356 -2.39180 -2.61387 -0.26
C 3.99661 -0.97953 -2.30588 -0.12
C 1.26492 -2.07249 -1.70126 -0.23
C 0.72833 -1.70786 -3.12166 -0.07
H 1.94297 -5.18118 -0.12937 0.08
H 1.30702 -3.71136 0.74728 0.06
H 2.76005 -4.46245 1.24943 0.06
H 3.27552 -2.28784 0.20317 0.11
H 4.07411 -3.50279 -0.39339 0.11
H 4.49036 -2.94513 -2.41038 0.11
H 3.48947 -2.44073 -3.69951 0.11
H 4.45971 -0.60392 -3.21832 0.07
H 3.16077 -0.29092 -2.18225 0.06
H 4.60919 -0.72400 -1.44126 0.07
H 1.52836 -1.18832 -1.12078 0.09
H 0.49718 -2.54790 -1.09081 0.10
H -0.16612 -1.09480 -3.01113 0.07
H 0.48410 -2.59635 -3.70393 0.08
H 1.50946 -1.09777 -3.57521 0.05
C -0.38544 6.05878 8.25985 -1.91
Cl 1.02181 7.18894 8.22032 0.45
Cl 0.21157 4.51337 7.74069 0.54
Cl -1.15008 6.02848 9.97963 0.46
Cl -1.37311 6.79974 6.92535 0.47
C 0.19779 2.36416 2.46462 -2.05
Cl 0.32406 2.56770 0.66303 0.47
Cl -1.50295 1.93859 2.76814 0.49
Cl 1.02048 0.91845 2.86001 0.54
Cl 0.74693 3.75259 3.40443 0.55
N -5.75199 -0.08318 -2.04848 0.00
C -6.46186 1.03198 -2.32738 -0.16
C -5.74434 2.11127 -1.84214 -0.12
C -4.55354 1.64586 -1.18294 -0.09
C -4.52217 0.33043 -1.56575 -0.16
H -5.85227 -1.05229 -2.31469 0.15
H -7.47392 1.09451 -2.69916 0.10
H -6.00843 3.15845 -1.83365 0.09
H -3.72114 2.17299 -0.74064 0.09
H -3.75007 -0.41958 -1.47774 0.10
```

For the molar mass, the calculation gives 475.93 g mol⁻¹. The value obtained for the HOMO energy is -8.10 eV. The gap between HOMO and LUMO is 0.2845 hartree. For the energy relative to the best compared isomer or geometry (same formula, charge and spin), the calculation gives 26.88 kcal per mole. Its LUMO energy is -0.36 eV. The total charge is 0. The energy is -4260.15180 Ha.